Record 1
{
  "formula": "C6H11FN",
  "method": "wB97M-V/def2-TZVPD",
  "total_energy_ev": -10597.1732,
  "e_above_lowest_ev": 2.510,
  "orbital_gap_ev": 8.72,
  "total_charge": 1,
  "molar_mass_g_mol": 116.2,
  "e_lumo_ev": -5.26,
  "species": ["C", "C", "C", "C", "C", "C", "N", "F", "H", "H", "H", "H", "H", "H", "H", "H", "H", "H", "H"],
  "coordinates": [[-3.0002, -1.0973, 0.2626], [-3.2095, 0.1162, -0.1930], [1.2626, 0.0919, -0.9274], [1.0714, -1.1159, 0.0013], [1.1670, 1.2710, 0.0355], [0.3663, -0.7052, 1.1919], [0.2860, 0.7298, 1.1233], [-2.2435, 1.0740, -0.0247], [-2.0905, -1.3706, 0.7789], [-3.7432, -1.8613, 0.1405], [2.2094, 0.0687, -1.4593], [0.4586, 0.1190, -1.6640], [0.6546, -2.0128, -0.4611], [2.0249, -1.4762, 0.4311], [2.1389, 1.5175, 0.4647], [0.7292, 2.1634, -0.4061], [-4.0659, 0.5034, -0.7104], [0.4098, 1.1790, 2.0382], [-0.7127, 0.8858, 0.8519]],
  "forces_ev_per_a": [[0.05, 0.19, -0.07], [0.02, -0.66, 0.18], [-0.07, 0.00, -0.06], [-0.03, 0.46, -0.54], [0.57, 0.29, -0.72], [-0.29, -1.31, 0.83], [0.14, 0.77, -0.16], [0.30, 0.38, 0.02], [0.05, 0.01, 0.10], [-0.24, -0.10, -0.08], [0.00, 0.07, -0.01], [0.03, 0.05, 0.00], [-0.03, -0.09, 0.19], [0.08, -0.01, 0.18], [-0.13, 0.00, 0.09], [-0.02, 0.00, 0.14], [-0.14, 0.14, -0.09], [-0.18, -0.19, -0.08], [-0.11, -0.01, 0.10]]
}



Record 2
{
  "formula": "C3H4AgO2",
  "method": "wB97M-V/def2-TZVPD",
  "total_energy_ev": -11265.5145,
  "e_above_lowest_ev": 0.392,
  "multiplicity": 3,
  "orbital_gap_ev": [5.22, 7.41],
  "total_charge": -1,
  "molar_mass_g_mol": 179.9,
  "e_lumo_ev": [4.34, 3.30],
  "species": ["O", "C", "O", "C", "C", "Ag", "H", "H", "H", "H"],
  "coordinates": [[-2.8400, 0.5802, 0.3357], [-1.6905, 0.4815, 0.6765], [-0.4016, -0.8363, -0.5373], [0.7823, -1.5428, -0.1317], [1.9556, -0.5595, -0.0171], [0.4694, 0.9637, -0.4716], [0.9784, -2.3172, -0.8996], [0.5976, -2.0849, 0.8166], [2.7507, -0.7653, -0.7519], [2.4096, -0.5673, 0.9872]],
  "forces_ev_per_a": [[5.20, -0.75, 1.12], [-5.81, 1.19, -0.27], [0.59, -2.00, -0.35], [-0.20, -0.68, -0.29], [0.03, -1.46, 0.21], [0.95, 2.48, -0.25], [0.05, 0.06, 0.19], [0.00, 0.20, -0.10], [-0.43, 0.47, 0.00], [-0.37, 0.49, -0.25]]
}



Record 3
{
  "formula": "C28H24N2O11P3Ta",
  "method": "wB97M-V/def2-TZVPD",
  "total_energy_ev": -84359.6609,
  "e_above_lowest_ev": 0.483,
  "orbital_gap_ev": 7.93,
  "molar_mass_g_mol": 838.4,
  "e_lumo_ev": -0.76,
  "species": ["Ta", "O", "C", "C", "C", "C", "C", "C", "C", "N", "N", "C", "O", "C", "C", "C", "C", "C", "C", "H", "H", "H", "H", "H", "H", "H", "H", "H", "H", "O", "P", "O", "O", "O", "P", "O", "O", "O", "H", "H", "O", "C", "O", "C", "P", "C", "C", "C", "C", "C", "C", "C", "C", "C", "C", "C", "C", "H", "H", "H", "H", "H", "H", "H", "H", "H", "H", "H", "H"],
  "coordinates": [[0.0367, 0.4837, -0.2200], [1.2734, 1.0370, 1.1368], [2.3030, 0.5715, 1.8507], [2.4508, 0.9538, 3.1808], [3.5283, 0.4619, 3.8922], [4.4570, -0.3998, 3.3016], [4.3128, -0.7555, 1.9767], [3.2295, -0.2723, 1.2326], [3.0986, -0.5889, -0.1682], [2.0482, -0.3393, -0.8648], [2.1289, -0.6943, -2.2112], [1.2058, -0.0254, -2.8267], [0.4712, 0.8693, -2.2088], [0.9130, -0.3034, -4.2487], [-0.1676, 0.3315, -4.8510], [-0.4819, 0.0591, -6.1744], [0.2869, -0.8416, -6.8961], [1.3713, -1.4708, -6.2964], [1.6863, -1.2051, -4.9754], [1.7162, 1.6137, 3.6194], [3.6475, 0.7460, 4.9303], [5.2900, -0.7793, 3.8772], [5.0284, -1.4153, 1.5003], [3.9377, -1.0532, -0.6805], [-0.7521, 1.0352, -4.2745], [-1.3250, 0.5517, -6.6406], [0.0440, -1.0545, -7.9293], [1.9721, -2.1715, -6.8617], [2.5253, -1.6925, -4.4982], [-2.1586, 1.1600, -1.3791], [-2.0867, 2.5494, -0.5760], [-2.6620, 3.7244, -1.1933], [-0.5476, 2.3891, -0.2758], [-2.8019, 2.1642, 0.8154], [-2.2151, 1.2153, 1.9787], [-1.1061, 2.1207, 2.6776], [-3.2074, 0.7210, 2.9222], [-1.3957, 0.1523, 1.1419], [-2.9539, 0.8608, -1.8368], [-1.4267, 2.3823, 3.5553], [-2.6823, -2.0174, -0.7402], [-1.5105, -2.0608, -0.5042], [-0.6097, -1.1964, -1.0365], [-0.8169, -3.0603, 0.3889], [0.5058, -2.2583, 1.3967], [1.7699, -3.5710, 1.3591], [2.4398, -3.7575, 0.1477], [3.4011, -4.7478, 0.0178], [3.7136, -5.5586, 1.1010], [3.0448, -5.3868, 2.3033], [2.0733, -4.4029, 2.4324], [-0.1173, -2.1922, 3.0927], [-1.4738, -2.1294, 3.3907], [-1.8940, -1.9236, 4.6981], [-0.9659, -1.7900, 5.7176], [0.3931, -1.8434, 5.4271], [0.8144, -2.0308, 4.1225], [-0.2796, -3.7429, -0.2737], [-1.5385, -3.6344, 0.9667], [2.1881, -3.1507, -0.7164], [3.9030, -4.8860, -0.9315], [4.4679, -6.3288, 1.0044], [3.2714, -6.0266, 3.1467], [1.5543, -4.2865, 3.3753], [-2.2180, -2.1983, 2.6079], [-2.9520, -1.8471, 4.9085], [-1.2973, -1.6331, 6.7359], [1.1246, -1.7291, 6.2174], [1.8766, -2.0484, 3.9024]],
  "forces_ev_per_a": [[1.37, -0.70, -1.23], [-0.01, 0.14, 0.35], [-0.36, 0.15, -0.22], [0.21, -0.11, -0.01], [-0.07, 0.04, 0.06], [-0.01, -0.03, -0.08], [0.01, 0.03, 0.08], [0.03, -0.09, -0.08], [0.03, 0.02, 0.12], [0.13, -0.32, -0.02], [-0.16, 0.17, 0.32], [-0.17, -0.12, -0.24], [-0.18, -0.08, 0.46], [0.07, 0.24, 0.05], [-0.01, 0.02, -0.05], [0.02, 0.00, 0.04], [0.00, 0.00, -0.02], [0.01, -0.01, 0.01], [0.01, -0.03, -0.02], [-0.01, 0.00, 0.00], [0.02, -0.01, 0.00], [-0.01, 0.01, 0.01], [0.00, 0.00, 0.00], [0.00, 0.00, -0.01], [0.00, 0.00, 0.00], [0.00, 0.00, 0.00], [0.00, 0.00, 0.00], [-0.01, 0.00, 0.00], [-0.01, 0.01, 0.01], [-0.24, -0.08, -0.37], [0.43, -0.51, 0.28], [0.08, 0.11, -0.03], [-0.70, 0.22, 0.14], [-0.20, 0.32, 0.15], [0.48, -0.64, -0.37], [-0.06, 0.08, 0.25], [-0.22, -0.01, -0.21], [-0.24, 0.79, 0.47], [-0.02, -0.03, 0.21], [0.10, -0.06, -0.20], [0.06, -0.09, -0.06], [0.37, 0.36, 0.03], [-0.50, 0.05, 0.21], [-0.13, -0.13, 0.06], [-0.29, 0.31, -0.22], [0.03, -0.06, 0.07], [-0.01, -0.04, -0.03], [0.01, 0.01, 0.01], [0.01, -0.01, -0.01], [0.00, 0.00, 0.00], [0.06, 0.00, 0.04], [0.15, -0.07, 0.11], [-0.03, 0.03, -0.02], [-0.01, 0.01, 0.00], [0.04, -0.01, 0.00], [-0.04, 0.02, 0.03], [-0.02, 0.07, 0.03], [-0.05, -0.04, -0.01], [0.03, -0.02, 0.01], [0.01, 0.07, 0.00], [0.00, 0.00, 0.01], [0.00, 0.01, 0.00], [0.00, 0.00, -0.01], [0.01, -0.05, -0.06], [0.00, -0.01, -0.02], [-0.01, 0.00, -0.01], [0.00, 0.00, 0.00], [0.00, 0.00, 0.00], [-0.02, 0.05, -0.01]]
}



Record 4
{
  "formula": "C5H11NO",
  "method": "wB97M-V/def2-TZVPD",
  "total_energy_ev": -8895.4117,
  "e_above_lowest_ev": 6.286,
  "orbital_gap_ev": 8.09,
  "molar_mass_g_mol": 101.1,
  "e_lumo_ev": 0.43,
  "species": ["C", "C", "N", "C", "C", "C", "O", "H", "H", "H", "H", "H", "H", "H", "H", "H", "H", "H"],
  "coordinates": [[-1.7756, 0.6258, -1.2082], [-1.3959, -0.7944, 0.7317], [-0.1237, -0.4680, 0.8863], [0.4158, 0.8400, 1.2028], [0.6930, 0.1320, -0.0823], [2.0233, -0.3942, -0.5211], [2.9084, -0.7106, 0.5429], [-2.5368, 1.1021, -0.5851], [-2.2313, -0.2199, -1.7304], [-1.4962, 1.3624, -1.9745], [-2.1078, -0.4813, 1.4908], [-1.6280, -1.6746, 0.1404], [-0.2910, 1.6740, 1.1714], [1.1352, 0.8480, 2.0198], [-0.4718, 0.4463, -0.8586], [1.8745, -1.2628, -1.1807], [2.5270, 0.3779, -1.1090], [2.4809, -1.4027, 1.0640]],
  "forces_ev_per_a": [[-0.24, 0.07, -0.09], [0.12, -0.09, 0.13], [-0.22, -0.07, -0.13], [-0.03, 0.21, 0.18], [0.18, -0.11, -0.08], [-0.17, 0.13, -0.27], [-0.05, -0.22, 0.18], [0.10, -0.06, -0.09], [0.07, 0.09, 0.07], [0.01, -0.11, 0.13], [0.08, 0.01, -0.10], [0.05, 0.14, 0.02], [0.10, -0.13, -0.02], [-0.12, -0.01, -0.12], [0.04, 0.01, 0.03], [0.02, 0.11, 0.13], [-0.09, -0.07, 0.05], [0.14, 0.10, -0.02]]
}



Record 5
{
  "formula": "C9H17Br6Cl3O2Sr2",
  "method": "wB97M-V/def2-TZVPD",
  "total_energy_ev": -473190.0973,
  "e_above_lowest_ev": 0.000,
  "multiplicity": 2,
  "orbital_gap_ev": [4.89, 6.65],
  "total_charge": 1,
  "molar_mass_g_mol": 918.3,
  "e_lumo_ev": [-4.08, -4.49],
  "species": ["Sr", "Sr", "O", "C", "C", "O", "H", "H", "H", "H", "Br", "C", "C", "Br", "H", "H", "H", "H", "Br", "C", "C", "Br", "H", "H", "H", "H", "Br", "C", "C", "Br", "H", "H", "H", "H", "C", "Cl", "Cl", "Cl", "H"],
  "coordinates": [[8.4242, 14.8180, 15.0526], [12.4123, 14.6411, 14.1927], [10.5470, 13.7847, 15.7898], [11.2474, 12.7550, 16.5452], [12.7642, 13.0533, 17.0273], [13.6926, 13.7015, 16.1419], [11.2743, 11.8255, 15.9765], [10.5933, 12.3889, 17.3366], [13.2068, 12.1321, 17.4064], [12.6567, 13.6030, 17.9624], [15.9160, 12.7488, 13.2188], [16.4202, 12.0386, 15.0566], [17.5313, 11.0283, 14.9399], [19.1221, 12.0417, 14.3616], [15.5124, 11.6751, 15.5382], [16.7316, 12.8574, 15.7052], [17.3616, 10.2259, 14.2220], [17.7672, 10.5370, 15.8839], [12.9432, 10.1262, 22.5061], [13.0541, 11.4565, 21.0165], [13.9819, 12.6830, 21.4506], [13.4720, 13.3185, 23.2193], [12.0653, 11.8146, 20.7298], [13.5406, 11.0774, 20.1178], [13.8607, 13.5039, 20.7439], [15.0341, 12.4049, 21.5107], [8.2527, 15.2711, 18.1983], [8.9190, 14.0012, 19.6088], [8.3481, 12.6516, 19.3665], [8.8200, 11.3218, 20.7894], [8.5698, 14.3840, 20.5678], [10.0036, 13.9160, 19.5432], [8.6102, 12.1612, 18.4291], [7.2589, 12.6433, 19.3255], [16.5014, 14.7807, 18.0676], [16.3791, 15.7043, 19.6149], [17.3142, 13.2243, 18.4393], [17.2615, 15.5714, 16.6768], [15.4980, 14.5144, 17.7355]],
  "forces_ev_per_a": [[1.32, -0.70, 0.59], [0.75, -1.26, 2.17], [0.49, 0.31, -0.65], [0.71, -0.16, -0.78], [-0.43, 0.90, -0.20], [-2.46, -0.04, -0.74], [0.27, -0.01, -0.85], [0.23, 0.59, 0.86], [-0.21, -0.69, -0.40], [-0.03, 0.76, 0.19], [-0.04, -0.23, 1.26], [-0.38, 0.06, 0.19], [0.33, 0.25, -0.51], [-0.08, -0.57, 0.19], [-0.14, -0.25, -0.53], [0.04, 0.28, -0.64], [-0.06, 0.31, -0.14], [-0.05, 0.41, 0.15], [-0.03, 0.52, -1.44], [1.44, 1.44, 0.77], [-1.09, -1.26, 0.07], [0.11, 0.40, -0.30], [-0.07, -0.24, 0.48], [-0.11, -0.69, 0.26], [-0.04, -0.05, 0.08], [-0.21, -0.10, -0.01], [0.17, -0.27, 0.70], [0.38, -0.53, 0.10], [-1.32, -1.64, -0.29], [-0.02, 1.02, -0.70], [0.18, 0.33, -0.29], [-0.07, 0.70, -0.05], [0.60, 0.28, 0.11], [0.01, 0.21, 0.45], [-0.34, -0.65, 0.40], [0.17, -0.10, -1.15], [-0.06, 0.36, -0.18], [-0.01, 0.13, 0.68], [0.04, 0.17, 0.14]]
}



Record 6
{
  "formula": "C13H26ClN2O6P2Ti",
  "method": "wB97M-V/def2-TZVPD",
  "total_energy_ev": -83373.2539,
  "e_above_lowest_ev": 3.198,
  "multiplicity": 3,
  "orbital_gap_ev": [7.12, 8.70],
  "total_charge": 1,
  "molar_mass_g_mol": 451.6,
  "e_lumo_ev": [-3.19, -3.28],
  "species": ["Ti", "C", "P", "C", "C", "C", "P", "C", "C", "H", "H", "H", "H", "H", "H", "H", "H", "H", "H", "H", "H", "H", "H", "H", "H", "O", "Cl", "O", "O", "O", "N", "C", "O", "C", "C", "C", "N", "C", "C", "H", "H", "H", "H", "H", "H", "C", "O", "H", "H", "H", "H"],
  "coordinates": [[0.9993, 0.2489, -0.1640], [-1.4706, -2.1841, -1.7616], [-0.8934, -1.5492, -0.1526], [-2.4632, -1.1996, 0.7064], [-0.2567, -3.0561, 0.6798], [1.0359, -3.5260, 0.0082], [2.2894, -2.1748, -0.1443], [3.2443, -2.6942, -1.5988], [3.4231, -2.5034, 1.2451], [-0.6266, -2.4161, -2.4113], [-2.0715, -1.4228, -2.2610], [-2.0821, -3.0800, -1.6400], [-3.0914, -2.0882, 0.7854], [-3.0154, -0.4359, 0.1560], [-2.2770, -0.8184, 1.7114], [-1.0143, -3.8436, 0.6740], [-0.0681, -2.7975, 1.7268], [0.8235, -3.8790, -1.0043], [1.4690, -4.3730, 0.5446], [3.5136, -3.7499, -1.5374], [4.1517, -2.0969, -1.6782], [2.6569, -2.5258, -2.5019], [3.8878, -3.4869, 1.1615], [2.8742, -2.4541, 2.1868], [4.2071, -1.7462, 1.2687], [4.2797, 0.5204, -1.0894], [3.2062, 1.3744, -1.4296], [3.5668, 2.4218, -2.2888], [2.0929, 0.5627, -2.0307], [2.5539, 1.8846, -0.1903], [-4.2562, 5.1995, 0.0952], [-4.0249, 4.2059, -0.7934], [-4.7568, 3.9459, -1.7219], [-2.7461, 3.4124, -0.6105], [-2.0005, 3.3692, 0.5597], [-0.8729, 2.5659, 0.6001], [-0.4796, 1.8229, -0.4341], [-1.1836, 1.8872, -1.5721], [-2.3204, 2.6569, -1.6989], [-5.0628, 5.7818, -0.0634], [-3.5452, 5.5372, 0.7174], [-2.2714, 3.9234, 1.4474], [-0.2569, 2.5309, 1.4911], [-0.8139, 1.3014, -2.4067], [-2.8804, 2.6806, -2.6225], [0.8011, 0.3225, 3.2532], [1.5404, 0.2230, 2.0253], [0.5936, 1.3625, 3.5035], [1.3556, -0.1497, 4.0623], [-0.1349, -0.2101, 3.1020], [2.3709, 0.7198, 2.0957]],
  "forces_ev_per_a": [[0.38, -0.57, -0.07], [-0.03, -0.04, -0.09], [-0.02, 0.03, 0.02], [-0.09, -0.03, 0.06], [0.04, 0.03, 0.03], [0.04, -0.04, -0.07], [-0.04, 0.38, 0.07], [0.05, -0.05, -0.08], [0.01, -0.07, 0.08], [0.01, 0.00, 0.02], [0.01, 0.02, 0.02], [0.00, 0.01, 0.02], [0.02, -0.01, -0.03], [0.03, 0.02, -0.01], [0.02, -0.01, 0.00], [-0.01, 0.01, -0.01], [-0.02, 0.02, -0.01], [-0.01, 0.01, 0.00], [0.00, 0.01, 0.00], [0.01, 0.01, 0.01], [-0.02, 0.04, 0.03], [-0.01, 0.00, 0.01], [-0.02, 0.00, -0.01], [0.00, 0.01, -0.01], [-0.01, 0.01, -0.04], [0.31, -0.20, 0.05], [-1.03, 0.04, 0.11], [0.05, 0.17, -0.07], [0.26, -0.08, 0.12], [0.31, -0.22, -0.02], [-0.03, -0.05, 0.07], [0.22, 0.19, -0.21], [-0.11, -0.09, 0.10], [-0.09, -0.05, 0.03], [0.04, -0.05, -0.07], [-0.13, 0.18, 0.02], [-0.04, 0.21, 0.07], [-0.11, 0.05, -0.09], [0.11, 0.04, 0.09], [0.01, -0.01, 0.00], [-0.02, 0.01, 0.00], [-0.05, 0.02, -0.02], [-0.01, -0.05, 0.00], [0.01, -0.03, 0.04], [-0.03, 0.02, 0.01], [0.00, -0.09, -0.01], [0.12, 0.27, -0.19], [0.00, 0.00, 0.01], [0.00, 0.01, 0.01], [0.00, 0.00, 0.01], [-0.15, -0.07, 0.01]]
}



Repeat the fourth record exactly.
{
  "formula": "C5H11NO",
  "method": "wB97M-V/def2-TZVPD",
  "total_energy_ev": -8895.4117,
  "e_above_lowest_ev": 6.286,
  "orbital_gap_ev": 8.09,
  "molar_mass_g_mol": 101.1,
  "e_lumo_ev": 0.43,
  "species": ["C", "C", "N", "C", "C", "C", "O", "H", "H", "H", "H", "H", "H", "H", "H", "H", "H", "H"],
  "coordinates": [[-1.7756, 0.6258, -1.2082], [-1.3959, -0.7944, 0.7317], [-0.1237, -0.4680, 0.8863], [0.4158, 0.8400, 1.2028], [0.6930, 0.1320, -0.0823], [2.0233, -0.3942, -0.5211], [2.9084, -0.7106, 0.5429], [-2.5368, 1.1021, -0.5851], [-2.2313, -0.2199, -1.7304], [-1.4962, 1.3624, -1.9745], [-2.1078, -0.4813, 1.4908], [-1.6280, -1.6746, 0.1404], [-0.2910, 1.6740, 1.1714], [1.1352, 0.8480, 2.0198], [-0.4718, 0.4463, -0.8586], [1.8745, -1.2628, -1.1807], [2.5270, 0.3779, -1.1090], [2.4809, -1.4027, 1.0640]],
  "forces_ev_per_a": [[-0.24, 0.07, -0.09], [0.12, -0.09, 0.13], [-0.22, -0.07, -0.13], [-0.03, 0.21, 0.18], [0.18, -0.11, -0.08], [-0.17, 0.13, -0.27], [-0.05, -0.22, 0.18], [0.10, -0.06, -0.09], [0.07, 0.09, 0.07], [0.01, -0.11, 0.13], [0.08, 0.01, -0.10], [0.05, 0.14, 0.02], [0.10, -0.13, -0.02], [-0.12, -0.01, -0.12], [0.04, 0.01, 0.03], [0.02, 0.11, 0.13], [-0.09, -0.07, 0.05], [0.14, 0.10, -0.02]]
}



Question: Which formula does entry 3 have?
Answer: C28H24N2O11P3Ta